[1]
Entry from OMol25: a cluster of 4 separate species, C29H64NO2S in total at a distorted geometry (the ωB97M-V functional and the def2-TZVPD basis).

Each line ends with the Mulliken spin population.
Atoms and positions in Å:
1 C -0.91 0.04 -1.31  0.010
2 C 0.16 -1.11 -1.39  -0.002
3 O 1.21 -0.78 -0.48  0.001
4 C 1.73 -1.89 0.23  -0.004
5 S 2.41 -3.09 -1.03  0.001
6 C 0.73 -2.58 1.21  0.011
7 C 0.37 -1.74 2.49  0.020
8 C 0.55 -2.62 3.78  0.012
9 C -1.19 -1.46 2.42  0.002
10 N 1.03 -0.43 2.59  0.364
11 O 0.40 0.51 1.98  0.555
12 C 2.47 -0.46 2.32  0.026
13 C 3.34 -0.83 3.57  0.004
14 C 2.89 1.03 1.97  -0.012
15 C 2.92 -1.33 1.09  0.017
16 H -1.83 -0.28 -0.77  -0.002
17 H -0.52 0.91 -0.75  0.000
18 H -1.18 0.42 -2.32  0.000
19 H 0.59 -1.09 -2.41  0.001
20 H -0.32 -2.08 -1.20  -0.002
21 H 1.74 -4.26 -0.75  0.000
22 H 1.25 -3.50 1.57  -0.001
23 H -0.19 -2.95 0.71  0.002
24 H 0.40 -1.97 4.66  -0.009
25 H -0.26 -3.38 3.78  0.001
26 H 1.51 -3.17 3.80  -0.001
27 H -1.66 -2.46 2.49  -0.001
28 H -1.45 -1.09 1.40  0.006
29 H -1.53 -0.77 3.21  0.000
30 H 3.20 -0.05 4.35  -0.004
31 H 4.41 -0.73 3.26  0.001
32 H 3.15 -1.85 3.95  0.000
33 H 2.51 1.75 2.71  -0.002
34 H 4.00 1.04 1.94  -0.001
35 H 2.57 1.26 0.94  0.006
36 H 3.58 -0.74 0.44  0.002
37 H 3.52 -2.19 1.46  -0.001
38 C 0.03 -4.10 -3.89  0.000
39 C -1.40 -4.07 -3.36  0.000
40 C -1.62 -4.99 -2.16  0.000
41 C -1.40 -6.48 -2.44  0.000
42 C -2.26 -7.07 -3.56  0.000
43 C -3.75 -7.01 -3.27  0.000
44 H 0.30 -5.09 -4.26  0.000
45 H 0.13 -3.39 -4.72  0.000
46 H 0.73 -3.81 -3.11  0.000
47 H -2.10 -4.32 -4.17  0.000
48 H -1.65 -3.05 -3.06  0.000
49 H -2.64 -4.85 -1.78  0.000
50 H -0.95 -4.69 -1.35  0.000
51 H -1.59 -7.04 -1.52  0.000
52 H -0.34 -6.65 -2.68  0.000
53 H -1.97 -8.12 -3.70  0.000
54 H -2.04 -6.57 -4.51  0.000
55 H -3.99 -7.54 -2.35  0.000
56 H -4.32 -7.47 -4.09  0.000
57 H -4.10 -5.98 -3.17  0.000
58 C -8.01 2.42 -0.18  0.000
59 C -6.93 3.06 -1.04  0.000
60 C -5.98 2.04 -1.68  0.000
61 C -5.17 1.21 -0.69  0.000
62 C -4.30 2.01 0.28  0.000
63 C -3.23 2.84 -0.41  0.000
64 H -7.59 1.88 0.66  0.000
65 H -8.68 3.19 0.22  0.000
66 H -8.62 1.73 -0.77  0.000
67 H -6.37 3.79 -0.45  0.000
68 H -7.41 3.63 -1.85  0.000
69 H -5.30 2.57 -2.36  0.000
70 H -6.56 1.36 -2.31  0.000
71 H -4.53 0.52 -1.26  0.000
72 H -5.85 0.57 -0.11  0.000
73 H -3.81 1.31 0.97  0.000
74 H -4.92 2.66 0.90  0.000
75 H -2.57 2.20 -1.00  0.000
76 H -2.62 3.36 0.32  0.000
77 H -3.66 3.59 -1.08  0.000
78 C 4.47 4.51 -0.93  0.000
79 C 5.28 4.15 0.31  0.000
80 C 4.63 4.64 1.61  0.000
81 C 4.47 6.15 1.73  0.000
82 C 5.77 6.95 1.62  0.000
83 C 6.78 6.63 2.72  0.000
84 H 4.38 5.59 -1.06  0.000
85 H 4.96 4.11 -1.83  0.000
86 H 3.47 4.08 -0.88  0.000
87 H 6.29 4.56 0.22  0.000
88 H 5.38 3.07 0.36  0.000
89 H 5.21 4.26 2.45  0.000
90 H 3.64 4.18 1.70  0.000
91 H 4.01 6.37 2.70  0.000
92 H 3.77 6.51 0.97  0.000
93 H 5.53 8.02 1.67  0.000
94 H 6.23 6.79 0.64  0.000
95 H 6.36 6.82 3.70  0.000
96 H 7.67 7.24 2.61  0.000
97 H 7.10 5.58 2.68  0.000

Results
* ⟨S²⟩: 0.7540
* spin multiplicity: 2
* HOMO-LUMO gap (alpha / beta): 8.96 / 9.64 eV
* F_max: 0.0544 Eh/bohr
* total charge: 0
* highest occupied orbital energy (alpha / beta): -0.30993 / -0.33967 hartree
* LUMO level (alpha / beta): 0.53 / 0.40 eV



[2]
Entry from OMol25: the molecule C5H13N3 at a distorted geometry (the ωB97M-V functional and the def2-TZVPD basis).

Each line ends with the Mulliken charge.
Atoms and positions in Å:
1 H -2.62 -0.84 0.99  0.195
2 N -1.84 -0.21 1.19  -0.729
3 C -1.44 0.46 0.19  0.799
4 C -1.92 0.26 -1.22  -1.196
5 C -0.27 1.35 0.37  -0.894
6 C 1.18 0.49 0.49  0.124
7 C 1.08 -0.52 1.59  -1.265
8 N 1.53 -0.03 -0.81  -0.189
9 N 1.02 -1.31 -1.13  -0.549
10 H -1.18 -0.32 -1.77  0.147
11 H -2.88 -0.25 -1.25  0.389
12 H -2.04 1.22 -1.73  0.334
13 H -0.16 2.05 -0.46  0.368
14 H -0.35 1.87 1.32  0.426
15 H 1.90 1.27 0.73  0.347
16 H 0.08 -1.05 1.50  0.266
17 H 1.05 -0.03 2.56  0.371
18 H 1.90 -1.23 1.57  0.410
19 H 2.49 0.19 -1.08  0.236
20 H 1.69 -2.05 -0.93  0.212
21 H 0.77 -1.32 -2.11  0.201

Results
* HOMO-LUMO gap: 9.61 eV
* F_max: 0.0457 Eh/bohr
* total charge: 0
* highest occupied orbital energy: -0.31526 hartree
* SMILES string: [H]/N=C(\C)C[C@@H](C)NN
* LUMO level: 1.03 eV



[3]
Entry from OMol25: a structure of composition C18H36CrN3 at a distorted geometry (the ωB97M-V functional and the def2-TZVPD basis).

Each line ends with the Mulliken spin population.
Atoms and positions in Å:
1 C -2.33 0.23 -1.37  -0.215
2 H -2.99 0.07 -0.46  -0.028
3 H -2.48 1.20 -1.87  0.027
4 H -0.71 -1.62 0.57  -0.127
5 C -2.44 -1.06 -2.23  0.001
6 H -1.53 -1.28 -2.81  0.001
7 H -2.52 -1.89 -1.51  0.000
8 C -3.68 -1.03 -3.12  -0.002
9 H -3.71 -1.89 -3.79  -0.003
10 H -4.57 -1.04 -2.49  -0.001
11 H -3.67 -0.11 -3.70  0.000
12 C 1.86 0.55 0.30  -0.101
13 C 1.56 0.00 -0.98  0.010
14 C 0.57 0.84 -1.62  0.026
15 C 0.20 1.88 -0.66  -0.105
16 C 1.03 1.69 0.51  0.030
17 C 1.20 2.64 1.63  0.017
18 C -0.48 3.16 -1.00  0.018
19 C 0.31 0.89 -3.09  0.014
20 C 2.42 -1.00 -1.68  -0.039
21 C 2.99 0.14 1.18  -0.010
22 Cr -0.83 -0.18 -0.23  3.357
23 H -0.89 3.64 -0.11  0.000
24 H 0.22 3.87 -1.45  0.002
25 H -1.29 3.02 -1.70  -0.001
26 H 0.39 3.37 1.67  0.002
27 H 1.23 2.13 2.60  -0.004
28 H 2.14 3.19 1.53  -0.005
29 H 3.24 -0.92 1.04  0.000
30 H 3.89 0.72 0.94  0.002
31 H 2.76 0.31 2.24  0.001
32 H 1.95 -1.35 -2.61  0.000
33 H 3.38 -0.54 -1.94  -0.004
34 H 2.63 -1.87 -1.04  0.004
35 H -0.68 1.27 -3.34  0.003
36 H 1.04 1.56 -3.55  -0.006
37 H 0.42 -0.09 -3.56  0.000
38 C -1.53 0.79 4.40  0.002
39 N -0.91 -0.47 4.03  0.007
40 C -1.00 -1.53 5.01  0.000
41 C -0.59 -0.73 2.75  -0.007
42 N -1.01 0.10 1.78  -0.039
43 N 0.09 -1.87 2.47  0.001
44 C 1.13 -2.40 3.34  0.001
45 C 0.09 -2.31 1.07  0.094
46 H -1.60 0.76 5.49  0.000
47 H -2.55 0.91 3.99  0.000
48 H -0.90 1.65 4.12  0.000
49 H -1.33 -2.48 4.56  0.000
50 H -0.03 -1.67 5.51  0.000
51 H -1.73 -1.21 5.75  0.000
52 H -1.48 0.93 2.15  0.030
53 H 0.77 -3.30 3.87  0.004
54 H 2.00 -2.68 2.73  0.000
55 H 1.46 -1.65 4.06  0.000
56 H -0.93 -2.83 0.84  0.012
57 H 0.74 -1.67 0.39  -0.039
58 H 0.68 -3.25 1.00  0.068

Results
* ⟨S²⟩: 3.9766
* spin multiplicity: 4
* HOMO-LUMO gap (alpha / beta): 6.40 / 6.45 eV
* F_max: 0.0759 Eh/bohr
* total charge: +2
* highest occupied orbital energy (alpha / beta): -0.51780 / -0.53015 hartree
* LUMO level (alpha / beta): -7.69 / -7.98 eV



[4]
Entry from OMol25: a cluster of 2 separate species, C24H29OSi in total at a distorted geometry (the ωB97M-V functional and the def2-TZVPD basis).

Each line ends with the Mulliken charge.
Atoms and positions in Å:
1 C -4.32 1.28 2.75  -1.048
2 C -3.11 2.14 3.13  -0.430
3 Si -2.24 3.00 1.68  -0.183
4 C -3.47 4.11 0.82  -1.081
5 C -0.88 4.08 2.37  -0.998
6 H -1.65 1.96 0.73  0.220
7 H -4.70 0.76 3.64  0.368
8 H -5.14 1.89 2.35  0.302
9 H -4.07 0.51 2.01  0.174
10 H -3.42 2.97 3.78  0.328
11 H -2.36 1.56 3.68  0.363
12 H -3.87 4.85 1.51  0.324
13 H -2.95 4.64 0.01  0.328
14 H -4.30 3.54 0.39  0.346
15 H -1.29 4.79 3.10  0.337
16 H -0.10 3.49 2.86  0.306
17 H -0.43 4.65 1.55  0.290
18 C -4.59 -4.24 -1.25  -1.401
19 C -3.57 -3.15 -1.18  1.036
20 C -3.99 -1.81 -1.16  -0.758
21 C -3.09 -0.78 -0.97  -0.632
22 C -1.69 -1.07 -0.84  0.261
23 C -0.81 0.00 -0.56  -0.517
24 C 0.58 -0.08 -0.25  0.620
25 C 1.23 -1.23 0.31  -0.664
26 C 2.61 -1.28 0.44  -0.316
27 C 3.35 -0.12 0.20  0.258
28 O 4.73 -0.11 0.42  -0.445
29 C 5.56 -0.57 -0.61  0.544
30 C 6.34 0.38 -1.27  -0.343
31 C 7.08 -0.02 -2.38  -0.397
32 C 7.11 -1.36 -2.76  -0.469
33 C 6.38 -2.31 -2.04  -0.543
34 C 5.59 -1.92 -0.96  -0.324
35 C 2.75 1.07 -0.21  -0.429
36 C 1.39 1.08 -0.44  -0.927
37 C -1.27 -2.42 -0.99  -0.690
38 C -2.20 -3.44 -1.13  -0.882
39 H -4.14 -5.21 -1.03  0.377
40 H -5.41 -4.06 -0.55  0.369
41 H -5.03 -4.29 -2.26  0.324
42 H -5.06 -1.59 -1.29  0.413
43 H -3.42 0.25 -0.90  0.499
44 H -1.21 1.00 -0.69  0.996
45 H 0.65 -2.07 0.66  0.790
46 H 3.13 -2.19 0.76  0.511
47 H 6.33 1.41 -0.92  0.435
48 H 7.64 0.74 -2.94  0.359
49 H 7.72 -1.67 -3.61  0.371
50 H 6.42 -3.36 -2.31  0.371
51 H 5.01 -2.63 -0.38  0.263
52 H 3.35 1.97 -0.36  0.447
53 H 0.89 2.00 -0.74  0.426
54 H -0.21 -2.68 -0.98  0.759
55 H -1.88 -4.48 -1.19  0.360

Results
* HOMO-LUMO gap: 6.05 eV
* F_max: 0.0285 Eh/bohr
* total charge: +1
* highest occupied orbital energy: -0.42375 hartree
* LUMO level: -5.48 eV



Copy entry 2 word for word.
Entry from OMol25: the molecule C5H13N3 at a distorted geometry (the ωB97M-V functional and the def2-TZVPD basis).

Each line ends with the Mulliken charge.
Atoms and positions in Å:
1 H -2.62 -0.84 0.99  0.195
2 N -1.84 -0.21 1.19  -0.729
3 C -1.44 0.46 0.19  0.799
4 C -1.92 0.26 -1.22  -1.196
5 C -0.27 1.35 0.37  -0.894
6 C 1.18 0.49 0.49  0.124
7 C 1.08 -0.52 1.59  -1.265
8 N 1.53 -0.03 -0.81  -0.189
9 N 1.02 -1.31 -1.13  -0.549
10 H -1.18 -0.32 -1.77  0.147
11 H -2.88 -0.25 -1.25  0.389
12 H -2.04 1.22 -1.73  0.334
13 H -0.16 2.05 -0.46  0.368
14 H -0.35 1.87 1.32  0.426
15 H 1.90 1.27 0.73  0.347
16 H 0.08 -1.05 1.50  0.266
17 H 1.05 -0.03 2.56  0.371
18 H 1.90 -1.23 1.57  0.410
19 H 2.49 0.19 -1.08  0.236
20 H 1.69 -2.05 -0.93  0.212
21 H 0.77 -1.32 -2.11  0.201

Results
* HOMO-LUMO gap: 9.61 eV
* F_max: 0.0457 Eh/bohr
* total charge: 0
* highest occupied orbital energy: -0.31526 hartree
* SMILES string: [H]/N=C(\C)C[C@@H](C)NN
* LUMO level: 1.03 eV